Entry 1:
11 unconnected molecules or ions with the total composition C5H31NO12 at a distorted geometry, computed with wB97M-V/def2-TZVPD.

```
49
C5H31NO12 | the Open Molecules 2025 dataset | wB97M-V/def2-TZVPD
C 0.810 -0.571 -2.060
O 1.919 0.226 -1.847
C 0.574 -1.504 -0.791
C -0.938 -1.389 -0.482
C -1.266 -2.280 0.789
C -1.575 -1.468 2.065
O -2.897 -0.972 1.828
N 0.893 -2.871 -1.191
H -0.064 -0.007 -2.311
H 1.101 -1.192 -2.953
H 1.299 -1.177 0.030
H -1.342 -0.365 -0.402
H -1.361 -1.804 -1.398
H -2.134 -2.866 0.361
H -0.659 -3.148 0.822
H -0.972 -0.520 2.138
H -1.609 -1.947 3.020
H 1.535 -2.858 -1.947
H 0.061 -3.324 -1.504
H 4.347 -0.171 -0.120
H 3.554 -0.494 -1.453
O 4.435 -0.462 -1.023
H -0.180 2.002 2.269
H -1.890 2.238 2.127
O -0.910 2.465 2.634
H 1.930 2.410 -3.651
H 2.382 0.896 -3.174
O 2.606 1.740 -3.750
H -0.248 4.403 0.888
H 1.099 4.048 0.173
O 0.294 4.590 0.138
H 1.283 -3.846 0.356
H 0.967 -4.447 1.719
O 1.617 -4.477 1.010
H -3.497 2.570 0.673
H -2.451 3.562 0.070
O -3.384 3.308 0.068
H 2.046 1.933 0.591
H 2.581 2.078 2.076
O 1.942 1.678 1.508
H -3.360 1.542 2.878
H -2.940 0.102 1.808
O -3.092 1.535 1.954
H -4.404 -0.884 -0.445
H -3.996 -2.008 0.403
O -4.549 -1.835 -0.394
H 2.745 1.509 -1.271
H 4.259 1.934 -1.338
O 3.436 2.118 -0.893
```

Results
HOMO: -2.689 eV
Total charge: -2
Gap between HOMO and LUMO: 7.91 eV
2S+1: 1



Entry 2:
A single C20H33N5O4 molecule, computed with wB97M-V/def2-TZVPD.

```
62
C20H33N5O4 | the Open Molecules 2025 dataset | wB97M-V/def2-TZVPD
C -5.432 2.072 -4.267
C -4.973 1.987 -2.830
O -3.560 2.051 -2.812
C -2.987 2.131 -1.522
C -3.026 0.786 -0.799
C -2.290 0.870 0.534
N -0.933 1.349 0.336
C 0.185 0.570 0.382
O 1.277 0.957 0.016
C -0.001 -0.843 0.932
O 1.259 -1.438 1.037
C 1.250 -2.666 1.742
C 0.790 -3.839 0.844
C 2.267 -3.999 0.393
N 2.586 -3.252 -0.804
C 2.612 -3.835 -2.026
O 2.473 -5.036 -2.194
C 2.862 -2.898 -3.193
C 1.925 -3.228 -4.357
C 2.284 -2.479 -5.593
N 1.732 -1.351 -6.001
C 2.428 -1.063 -7.128
N 3.365 -1.930 -7.439
N 3.264 -2.837 -6.442
C 4.143 -3.984 -6.412
C 2.675 -3.230 1.670
C -0.866 2.649 -0.313
C -1.555 2.632 -1.678
C -1.505 4.012 -2.316
H -6.520 2.029 -4.321
H -5.097 3.006 -4.718
H -5.022 1.245 -4.846
H -5.385 2.817 -2.240
H -5.326 1.053 -2.375
H -3.547 2.872 -0.924
H -4.057 0.471 -0.625
H -2.551 0.037 -1.440
H -2.806 1.573 1.198
H -2.290 -0.093 1.038
H -0.484 -0.794 1.917
H -0.664 -1.414 0.267
H 0.778 -2.542 2.722
H 0.458 -4.694 1.433
H 0.058 -3.623 0.066
H 2.631 -5.014 0.265
H 2.537 -2.245 -0.742
H 2.756 -1.851 -2.902
H 3.902 -3.043 -3.499
H 1.945 -4.305 -4.527
H 0.902 -2.957 -4.098
H 2.238 -0.194 -7.737
H 3.904 -4.597 -5.546
H 4.014 -4.572 -7.318
H 5.178 -3.653 -6.346
H 3.472 -2.493 1.581
H 2.882 -3.910 2.494
H -1.353 3.386 0.336
H 0.181 2.922 -0.416
H -1.024 1.916 -2.315
H -2.021 4.744 -1.688
H -0.473 4.344 -2.438
H -1.984 4.005 -3.293
```

Results
HOMO: -9.332 eV
SMILES string: CCO[C@H]1CCN(C(=O)CO[C@H]2C[C@@H](NC(=O)CCc3ncnn3C)C2)C[C@@H]1C
Gap between HOMO and LUMO: 9.89 eV
2S+1: 1



Entry 3:
2 unconnected molecules or ions with the total composition CHNS2 at a distorted geometry, computed with wB97M-V/def2-TZVPD.

```
5
CHNS2 | the Open Molecules 2025 dataset | wB97M-V/def2-TZVPD
C -0.501 -1.347 2.094
N -0.190 -0.737 1.141
S 0.583 0.853 -1.402
S -1.182 -2.101 3.361
H 0.267 0.126 -0.102
```

Results
HOMO (alpha / beta): -8.430 / -8.436 eV
Gap between HOMO and LUMO (alpha / beta): 3.37 / 3.38 eV
2S+1: 1



Entry 4:
5 unconnected molecules or ions with the total composition C2H14NO4S at a distorted geometry, computed with wB97M-V/def2-TZVPD.

```
22
C2H14NO4S | the Open Molecules 2025 dataset | wB97M-V/def2-TZVPD
C -1.549 0.594 1.258
C -1.863 -0.840 0.757
S -0.414 -1.952 0.435
N -0.144 1.023 1.148
H -1.858 0.690 2.305
H -2.143 1.328 0.711
H -2.457 -0.762 -0.159
H -2.432 -1.454 1.454
H -0.002 1.326 0.196
H 0.391 0.181 1.318
H 2.532 -2.351 -1.293
H 1.723 -1.279 -0.564
O 2.556 -1.420 -1.053
H -0.593 -0.739 -2.141
H 0.949 -0.668 -2.297
O 0.130 -0.184 -2.456
H -0.482 1.677 -2.270
H -1.412 1.912 -3.433
O -1.098 2.339 -2.632
H 2.470 1.068 2.502
H 1.258 1.947 2.339
O 2.155 1.947 2.736
```

Results
HOMO: -3.529 eV
Total charge: -1
Gap between HOMO and LUMO: 6.97 eV
2S+1: 1



Entry 5:
A single C7H10N4 molecule at a distorted geometry, computed with wB97M-V/def2-TZVPD.

```
21
C7H10N4 | the Open Molecules 2025 dataset | wB97M-V/def2-TZVPD
C 1.358 -1.774 -2.910
C 0.738 -1.090 1.182
C 1.333 -1.521 -0.836
C 0.867 -0.244 -1.420
C -2.324 0.795 0.876
C 0.114 1.893 1.327
C -0.833 0.686 1.356
N 1.679 -2.379 -1.820
N 1.501 -1.809 0.429
N 0.757 -0.567 -2.735
N -0.256 -0.431 0.665
H 1.629 -2.214 -3.787
H 0.959 -0.969 2.379
H -2.674 1.855 1.146
H -2.993 -0.080 1.244
H -2.456 0.873 -0.224
H -0.379 2.597 2.018
H 0.274 2.121 0.219
H 1.087 1.624 1.907
H -1.108 0.466 2.387
H 0.724 0.167 -3.402
```

Results
HOMO: -8.667 eV
Gap between HOMO and LUMO: 7.46 eV
2S+1: 1



Entry 6:
A single C2H4N2O4S molecule at a distorted geometry, computed with wB97M-V/def2-TZVPD.

```
13
C2H4N2O4S | the Open Molecules 2025 dataset | wB97M-V/def2-TZVPD
C -0.328 0.867 0.541
C 0.331 0.917 -0.907
N 0.528 -0.383 -1.418
N 0.465 0.387 1.457
O -1.469 1.131 0.715
O -1.340 -1.554 -0.157
O 0.944 -2.645 -0.558
O -0.195 -0.037 2.574
S 0.049 -1.484 -0.266
H -0.446 1.473 -1.384
H 1.257 1.512 -0.798
H 1.291 -0.496 -2.140
H -1.086 0.309 2.341
```

Results
HOMO (alpha / beta): -9.736 / -10.356 eV
Gap between HOMO and LUMO (alpha / beta): 7.35 / 8.19 eV
2S+1: 1



Entry 7:
A single C7H14 molecule, computed with wB97M-V/def2-TZVPD.

```
21
C7H14 | the Open Molecules 2025 dataset | wB97M-V/def2-TZVPD
C 1.010 0.325 1.553
C 0.162 0.483 0.282
C 1.097 0.778 -0.907
C -0.805 1.661 0.461
C -0.680 -0.783 0.100
C -0.151 -2.075 -0.453
C -1.172 -1.285 -1.227
H 0.380 0.234 2.447
H 1.640 -0.571 1.491
H 1.667 1.193 1.691
H 1.279 1.857 -0.980
H 2.069 0.289 -0.796
H 0.674 0.466 -1.867
H -1.503 1.475 1.286
H -0.257 2.584 0.688
H -1.396 1.827 -0.447
H -1.394 -0.911 0.915
H 0.866 -2.099 -0.838
H -0.468 -2.999 0.024
H -2.189 -1.661 -1.293
H -0.829 -0.790 -2.132
```

Results
HOMO: -10.144 eV
SMILES string: CC(C)(C)C1CC1
Gap between HOMO and LUMO: 11.12 eV
2S+1: 1



Entry 8:
A molecular structure, C20H47NOP3Zn at a distorted geometry, computed with wB97M-V/def2-TZVPD.

```
73
C20H47NOP3Zn | the Open Molecules 2025 dataset | wB97M-V/def2-TZVPD
Zn 0.454 -0.107 0.607
P -0.421 -1.769 -1.275
P -0.306 2.402 0.617
N 1.370 0.618 -1.044
C 1.154 -1.583 -2.276
H 1.822 -2.412 -2.017
H 0.883 -1.658 -3.346
C 1.891 -0.243 -2.019
H 2.971 -0.540 -1.795
H 1.882 0.356 -2.950
C 1.594 2.030 -1.293
H 0.915 2.333 -2.114
H 2.621 2.216 -1.703
C 1.409 2.852 -0.003
H 1.641 3.920 -0.056
H 2.076 2.372 0.733
C -0.164 3.036 2.360
C -0.018 1.844 3.313
H 0.949 1.334 3.221
H -0.794 1.085 3.141
H -0.098 2.192 4.350
C -1.330 3.566 -0.408
C -2.846 3.453 -0.123
H -3.362 3.922 -0.966
H -3.120 3.987 0.795
H -3.167 2.407 -0.049
C -1.745 -2.110 -2.549
C -3.052 -2.641 -1.945
H -3.839 -2.568 -2.707
H -3.363 -2.052 -1.071
H -2.987 -3.696 -1.659
C -0.164 -3.339 -0.294
C -1.288 -3.538 0.735
H -0.950 -4.211 1.537
H -2.163 -4.001 0.266
H -1.611 -2.596 1.198
C -1.838 -0.164 1.300
C -0.799 4.994 -0.334
H 0.036 5.118 0.372
H -0.433 5.286 -1.329
H -1.594 5.698 -0.046
C -1.283 -2.967 -3.736
H -2.128 -3.528 -4.162
H -0.864 -2.343 -4.530
H -0.531 -3.695 -3.435
C 0.036 -4.602 -1.115
H 0.239 -5.447 -0.435
H -0.867 -4.860 -1.681
H 0.884 -4.537 -1.808
C -1.315 3.936 2.807
H -2.295 3.439 2.719
H -1.166 4.187 3.869
H -1.353 4.873 2.248
H 0.783 3.614 2.362
H 0.769 -3.133 0.257
H -1.143 3.176 -1.425
H -1.916 -1.089 -2.923
O -2.870 -0.204 1.824
H -0.835 1.013 -3.133
H -1.219 1.225 -3.684
C 3.328 0.170 2.408
P 2.168 -0.917 1.534
C 3.262 -2.166 0.796
C 1.310 -1.789 2.874
H 4.064 0.498 1.671
H 3.806 -0.485 3.141
H 2.899 1.041 2.902
H 3.696 -2.634 1.682
H 2.760 -2.932 0.187
H 4.058 -1.729 0.180
H 2.142 -2.015 3.548
H 0.543 -1.205 3.413
H 0.823 -2.689 2.472
```

Results
HOMO: -9.342 eV
Total charge: +1
Gap between HOMO and LUMO: 6.53 eV
2S+1: 1



Entry 9:
A single C16H15N3O4S molecule at a distorted geometry, computed with wB97M-V/def2-TZVPD.

```
39
C16H15N3O4S | the Open Molecules 2025 dataset | wB97M-V/def2-TZVPD
C 3.859 1.350 -1.679
C 3.083 1.482 -0.372
N 1.904 0.638 -0.341
C 1.984 -0.722 -0.043
C 0.821 -1.492 -0.002
C 0.873 -2.833 0.328
C 2.077 -3.440 0.639
C 3.234 -2.684 0.605
C 3.195 -1.344 0.267
S 0.545 1.265 -1.107
O 0.845 2.624 -1.440
O 0.070 0.400 -2.141
C -0.650 1.307 0.210
C -0.457 1.887 1.428
N -1.593 1.782 2.177
C -2.550 1.136 1.453
C -3.861 0.799 1.781
C -4.603 0.137 0.833
C -4.048 -0.184 -0.416
N -4.874 -0.883 -1.369
O -4.382 -1.182 -2.434
O -6.017 -1.134 -1.045
C -2.749 0.144 -0.763
C -1.989 0.816 0.187
H 4.165 0.321 -1.849
H 4.741 1.985 -1.654
H 3.222 1.662 -2.502
H 3.707 1.248 0.494
H 2.722 2.506 -0.274
H -0.125 -1.050 -0.254
H -0.042 -3.406 0.342
H 2.114 -4.487 0.897
H 4.186 -3.139 0.838
H 4.122 -0.794 0.244
H 0.423 2.366 1.809
H -1.709 2.134 3.113
H -4.279 1.048 2.743
H -5.625 -0.152 1.026
H -2.342 -0.111 -1.730
```

Results
HOMO: -8.548 eV
SMILES string: CCN(c1ccccc1)S(=O)(=O)c1c[nH]c2ccc([N+](=O)[O-])cc12
Gap between HOMO and LUMO: 8.20 eV
2S+1: 1



Entry 10:
A molecular structure, C22H41BrIrNP3S at a distorted geometry, computed with wB97M-V/def2-TZVPD.

```
70
C22H41BrIrNP3S | the Open Molecules 2025 dataset | wB97M-V/def2-TZVPD
Ir -0.616 0.228 0.071
P 2.226 1.506 1.988
P -2.154 1.844 0.499
P 0.272 1.172 -1.639
H 1.741 -3.970 -0.021
C 2.721 -3.490 -0.123
C 3.268 -2.809 0.902
H 2.741 -2.697 1.857
C 2.442 0.478 3.448
C 2.200 3.234 2.493
C 3.588 1.174 0.866
C -3.788 1.352 -0.184
C -2.539 2.142 2.259
C -1.904 3.527 -0.173
C 1.531 0.016 -2.277
C 1.169 2.748 -1.429
C -0.835 1.522 -3.052
H 3.220 -3.588 -1.094
H 4.263 -2.354 0.828
H 2.161 -0.557 3.217
H 1.801 0.842 4.262
H 3.491 0.492 3.780
H 1.180 3.630 2.388
H 2.882 3.837 1.877
H 2.505 3.315 3.546
H 3.456 0.188 0.400
H 4.534 1.175 1.429
H 3.640 1.938 0.081
H -4.521 2.132 0.062
H -4.107 0.405 0.268
H -3.741 1.227 -1.273
H -3.333 2.897 2.337
H -1.647 2.504 2.785
H -2.881 1.213 2.732
H -2.777 4.137 0.099
H -1.809 3.512 -1.266
H -1.007 3.981 0.266
H 1.164 -0.443 -3.202
H 1.735 -0.775 -1.542
H 2.453 0.573 -2.480
H 0.878 3.426 -2.243
H 2.248 2.564 -1.490
H 0.939 3.230 -0.472
H -0.922 0.634 -3.688
H -0.392 2.347 -3.628
H -1.839 1.817 -2.724
C -1.488 -1.924 -2.715
C -2.291 -1.845 -3.882
C -1.943 -2.575 -5.014
C -0.805 -3.392 -5.002
C -0.012 -3.477 -3.856
C -0.352 -2.761 -2.708
S -2.034 -1.130 -1.277
H 0.951 1.177 1.312
H -3.186 -1.222 -3.850
H -2.562 -2.517 -5.908
H -0.544 -3.972 -5.891
H 0.875 -4.114 -3.851
H 0.229 -2.829 -1.791
Br -1.857 -4.946 2.557
C -1.395 -3.114 2.780
C -1.336 -2.560 4.055
C -0.998 -1.214 4.157
C -0.760 -0.471 2.997
N -0.867 -1.008 1.767
C -1.132 -2.334 1.648
H -1.555 -3.178 4.919
H -0.908 -0.707 5.114
H -0.498 0.590 3.050
H -1.175 -2.750 0.646
```

Results
HOMO (alpha / beta): -14.219 / -16.898 eV
Total charge: +3
Gap between HOMO and LUMO (alpha / beta): 5.02 / 4.06 eV
2S+1: 5



Entry 11:
A single C15H18N6O2S molecule at a distorted geometry, computed with wB97M-V/def2-TZVPD.

```
42
C15H18N6O2S | the Open Molecules 2025 dataset | wB97M-V/def2-TZVPD
C 2.724 -2.850 -1.272
C 2.196 -1.631 -0.516
N 0.769 -1.439 -0.665
C 0.283 -0.667 -1.799
C -0.228 -1.550 -2.934
C -0.166 -1.966 0.155
O -1.354 -1.729 0.019
C 0.305 -2.808 1.328
S 0.709 -1.660 2.705
C -0.931 -1.106 2.959
N -1.826 -1.770 3.656
N -2.985 -1.157 3.578
C -2.833 -0.094 2.816
N -3.763 0.788 2.434
N -3.465 1.719 1.644
C -2.183 1.882 1.189
C -1.915 2.946 0.328
C -0.626 3.175 -0.130
O -0.468 4.226 -0.967
C 0.817 4.528 -1.459
C 0.416 2.335 0.294
C 0.174 1.275 1.140
C -1.121 1.024 1.579
N -1.496 -0.009 2.397
H 3.777 -2.993 -1.044
H 2.619 -2.714 -2.344
H 2.181 -3.748 -0.987
H 2.441 -1.713 0.545
H 2.691 -0.732 -0.895
H -0.540 -0.039 -1.445
H 1.095 -0.025 -2.147
H 0.557 -2.196 -3.316
H -1.048 -2.166 -2.574
H -0.594 -0.926 -3.745
H -0.515 -3.437 1.673
H 1.191 -3.406 1.140
H -2.721 3.594 0.028
H 0.686 5.402 -2.095
H 1.223 3.706 -2.056
H 1.511 4.773 -0.650
H 1.428 2.511 -0.033
H 0.986 0.645 1.465
```

Results
HOMO: -8.824 eV
SMILES string: CCN(CC)C(=O)CSc1nnc2nnc3cc(OC)ccc3n12
Gap between HOMO and LUMO: 8.12 eV
2S+1: 1